# C4H3ClN2S

One molecule with the formula C4H3ClN2S (the ωB97M-V functional and the def2-TZVPD basis, the Open Molecules 2025 dataset).

Last column: natural (NBO) charge in e.
Geometry (Å):
Cl -0.5434 -2.4822 0.3568  0.05
S -2.9340 -0.5219 -1.0517  0.08
N 0.3705 1.3182 -0.0631  -0.42
N 1.8493 -0.2883 0.7471  -0.74
C -0.4718 -0.8522 -0.0073  -0.32
C -1.4573 -0.0045 -0.5894  -0.22
C 0.6043 -0.0467 0.3282  0.40
C -0.7821 1.2897 -0.6226  0.12
H 2.1068 -1.1526 1.1049  0.41
H -1.2517 2.2301 -0.9902  0.21
H 2.5093 0.5105 0.7874  0.42

Results
Structure (SMILES)   NC1=C(Cl)C(=S)C=N1
Relative energy (zero: lowest compared OMol25 entry of this formula, charge and spin)   80.1 kJ/mol
E   -1122.07594 hartree
E_HOMO   -8.194 eV
Multiplicity   1
LUMO level   -0.06133 Eh

---

# C4H3ClN2S

One molecule with the formula C4H3ClN2S (the ωB97M-V functional and the def2-TZVPD basis, the Open Molecules 2025 dataset).

Last column: natural (NBO) charge in e.
Geometry (Å):
Cl 3.0640 -0.0387 -0.1472  0.06
S -3.1370 -0.0365 -0.2875  -0.22
N -0.6154 1.2813 0.3241  -0.46
N -0.7111 -1.0089 0.4005  -0.55
C 1.3570 -0.0134 -0.2594  -0.22
C -1.4404 0.1838 0.2364  0.30
C 0.5709 1.1289 0.1383  0.15
C 0.6155 -1.1027 0.0789  0.09
H -1.3056 -1.7089 0.3658  0.42
H 0.9240 -2.2186 0.3385  0.24
H 1.1524 2.0849 0.1611  0.19

Results
Structure (SMILES)   S=c1ncc(Cl)c[nH]1
Relative energy (zero: lowest compared OMol25 entry of this formula, charge and spin)   177.3 kJ/mol
E   -1122.03891 hartree
E_HOMO   -8.617 eV
Multiplicity   1
LUMO level   -0.01567 Eh

---

# C4H3ClNS

An isolated ion of composition C4H3ClNS and charge -1 (the ωB97M-V functional and the def2-TZVPD basis, the Open Molecules 2025 dataset).

Last column: natural (NBO) charge in e.
Geometry (Å):
Cl -1.2358 -3.0591 0.1411  -0.12
S -3.3774 1.3261 -0.0064  -0.17
N 0.3540 -1.0432 -0.2427  -0.47
C -1.8255 0.9172 -0.0740  -0.18
C -0.5724 1.1783 -0.3948  -0.49
C -0.6138 -1.4629 0.5438  -0.13
C 0.4721 0.2073 -0.5764  0.00
H -1.4454 -0.7591 0.7797  0.19
H 1.3925 0.5294 -1.0497  0.16
H -0.3423 2.2000 -0.6800  0.20

Results
Relative energy (zero: lowest compared OMol25 entry of this formula, charge and spin)   246.5 kJ/mol
E   -1067.28833 hartree
Net charge   -1
E_HOMO (alpha / beta)   -2.455 / -2.062 eV
Multiplicity   1
LUMO level (alpha / beta)   0.12975 / 0.12749 Eh

---

# C4H3ClO2

One molecule with the formula C4H3ClO2 (the ωB97M-V functional and the def2-TZVPD basis, the Open Molecules 2025 dataset).

Last column: natural (NBO) charge in e.
Geometry (Å):
Cl 2.7976 2.3603 -2.3418  0.04
O 0.7790 2.3441 0.0622  -0.51
O 2.0062 -1.1609 -2.8754  -0.40
C 2.0398 -0.1273 -2.3080  0.76
C 1.7336 1.0872 -1.7235  -0.42
C 0.9014 1.2922 -0.5284  0.54
C 0.0132 0.1160 -0.1120  -0.69
H 0.6239 -0.5103 0.3939  0.22
H -0.4499 -0.3608 -0.8509  0.22
H -0.8704 0.3925 0.5743  0.24

Results
Structure (SMILES)   CC(=O)C(Cl)=C=O
Relative energy (zero: lowest compared OMol25 entry of this formula, charge and spin)   131.5 kJ/mol
E   -764.82884 hartree
E_HOMO   -9.659 eV
Multiplicity   1
LUMO level   -0.02086 Eh

---

# C4H3ClS

One molecule with the formula C4H3ClS (the ωB97M-V functional and the def2-TZVPD basis, the Open Molecules 2025 dataset).

Last column: natural (NBO) charge in e.
Geometry (Å):
Cl 1.7766 1.2226 0.9445  -0.09
S -2.2436 0.5929 0.0033  0.07
C 0.0475 0.5956 1.2709  -0.40
C -0.0072 -0.5557 -1.1288  -0.11
C 0.5899 -1.1326 -1.9891  -0.10
C -0.6210 0.1623 -0.0732  -0.14
H 1.0470 -1.9875 -2.4972  0.25
H -0.0050 -0.3650 1.9165  0.25
H -0.5840 1.4674 1.5530  0.26

Results
Structure (SMILES)   C#CC(=S)CCl
Relative energy (zero: lowest compared OMol25 entry of this formula, charge and spin)   64.4 kJ/mol
E   -1012.47844 hartree
E_HOMO   -9.220 eV
Multiplicity   1
LUMO level   -0.05473 Eh

---

# C4H3ClSi

A 2-piece molecular cluster, C4H3ClSi overall (the ωB97M-V functional and the def2-TZVPD basis, the Open Molecules 2025 dataset).

Last column: natural (NBO) charge in e.
Geometry (Å):
Cl 2.0325 -0.8089 0.9484  -0.29
Si 0.2819 -0.0072 0.7708  1.20
C -0.0189 1.7252 0.4015  -0.55
C -0.4046 2.8754 0.2908  -0.11
C -0.8983 -1.0845 -0.1181  -0.52
C -1.4669 -1.6946 -0.9738  -0.14
H 3.2929 -2.4391 0.1479  -0.03
H -0.7511 3.7684 0.0895  0.21
H -2.0674 -2.3348 -1.5569  0.23

Results
Relative energy (zero: lowest compared OMol25 entry of this formula, charge and spin)   480.8 kJ/mol
E   -903.65805 hartree
E_HOMO (alpha / beta)   -7.275 / -9.954 eV
Multiplicity   1
LUMO level (alpha / beta)   -0.01929 / -0.02935 Eh

---

# C4H3CsLiMgO2

C4H3CsLiMgO2 as an isolated structure (the ωB97M-V functional and the def2-TZVPD basis, the Open Molecules 2025 dataset).

Last column: natural (NBO) charge in e.
Geometry (Å):
Cs 4.4151 0.9920 -4.4824  0.99
Mg 1.0046 -1.2906 -0.6299  1.40
O 1.3715 1.0346 0.6736  -0.77
O -0.6800 -2.1133 -0.2068  -1.06
C -1.2196 -0.1431 1.1378  -0.59
C -1.0445 -1.4762 0.9763  0.04
C -0.9580 0.7609 -0.0635  -0.66
C 0.5010 0.7864 -0.2132  0.12
Li 0.0720 1.0986 2.2613  0.90
H -1.4021 1.7617 0.0475  0.22
H -1.2206 -2.1820 1.8006  0.17
H -0.8394 0.7711 -1.3013  0.21

Results
Relative energy (zero: lowest compared OMol25 entry of this formula, charge and spin)   256.5 kJ/mol
E   -532.08267 hartree
Net charge   +1
E_HOMO   -8.990 eV
Multiplicity   1
LUMO level   -0.15953 Eh

---

# C4H3CuO2

C4H3CuO2 as an isolated structure (the ωB97M-V functional and the def2-TZVPD basis, the Open Molecules 2025 dataset).

Last column: Löwdin spin population.
Geometry (Å):
Cu 0.4288 1.4701 0.5848  0.03
O -0.8957 -2.3602 -1.9732  0.26
O 1.3863 -0.0553 2.1565  0.12
C 0.1759 -0.4718 1.7715  0.29
C -0.8099 -0.5287 -0.4217  0.87
C 0.0058 -1.1489 0.5676  0.26
C -1.2292 -1.2083 -1.5879  0.14
H -1.9561 -0.6548 -2.2274  0.01
H 0.8798 -1.7288 0.2124  0.03
H 0.9202 -0.7990 2.9843  0.00

Results
Relative energy (zero: lowest compared OMol25 entry of this formula, charge and spin)   413.6 kJ/mol
E   -1944.81302 hartree
Expectation value of S²   2.05
E_HOMO (alpha / beta)   -7.377 / -8.090 eV
Multiplicity   3
LUMO level (alpha / beta)   -0.05877 / -0.06415 Eh